(1)
Below is a structure of composition C5H6O at a distorted geometry, with properties calculated with ωB97M-V/def2-TZVPD.

The value obtained for the LUMO energy is 0.96 eV. The highest occupied orbital energy comes out at -8.98 eV. Its orbital gap is 9.94 eV.

ORCA input file:
```
! wB97M-V def2-TZVPD RIJCOSX def2/J DEFGRID3
* xyz 0 1
C -1.098 1.508 -0.418
C -0.664 0.123 -0.512
C -0.129 -0.943 -0.834
C 0.797 -1.714 0.054
C 0.929 -0.340 0.694
O 0.143 -0.053 1.610
H -2.046 1.649 0.103
H -1.189 1.810 -1.460
H -0.354 2.148 0.076
H 1.630 -2.242 -0.416
H 0.313 -2.324 0.821
H 1.669 0.377 0.281
*
```

(2)
Below is a cluster of 2 separate species, C4HBrClI in total at a distorted geometry, with properties calculated with ωB97M-V/def2-TZVPD.

The value obtained for the LUMO energy (spin up / spin down) is -0.89 / -2.94 eV. The highest occupied orbital energy (spin up / spin down) comes out at -9.31 / -8.76 eV. Its orbital gap (spin up / spin down) is 8.41 / 5.81 eV.

ORCA input file:
```
! wB97M-V def2-TZVPD RIJCOSX def2/J DEFGRID3
* xyz 0 1
C 0.299 1.265 1.364
C 0.801 0.486 0.461
C -1.338 -0.739 -0.080
C -0.246 -0.257 -0.037
Cl 2.443 0.569 -0.161
Br -2.744 -1.773 -0.702
I 0.776 -1.447 -2.945
H 0.008 1.897 2.100
*
```

(3)
Below is a structure of composition C5H8N2 at a distorted geometry, with properties calculated with ωB97M-V/def2-TZVPD.

The value obtained for the LUMO energy (spin up / spin down) is 0.19 / 0.19 eV. The highest occupied orbital energy (spin up / spin down) comes out at -8.14 / -8.14 eV. Its orbital gap (spin up / spin down) is 8.33 / 8.33 eV.

ORCA input file:
```
! wB97M-V def2-TZVPD RIJCOSX def2/J DEFGRID3
* xyz 0 1
C -1.955 -0.990 0.542
C -1.064 -0.345 -0.474
C -0.391 0.933 -0.292
N 0.537 0.069 0.350
C 1.917 0.628 0.394
C 2.416 -0.267 -0.624
N 2.739 -0.996 -1.461
H -1.927 -0.477 1.505
H -1.615 -2.021 0.666
H -3.001 -1.049 0.197
H -1.113 -0.787 -1.472
H -0.070 1.386 -1.243
H -0.792 1.639 0.421
H 1.995 1.689 0.072
H 2.393 0.593 1.407
*
```

Relative energy (zero: lowest compared OMol25 entry of this formula, charge and spin) / eV: 3.892; 3.222; 4.543
Calculated total energy / eV: -7325.3929; -94823.0452; -8290.4536